Density functional theory data (ωB97M-V with the def2-TZVPD basis set) for 4 unconnected molecules or ions with the total composition C18H30BrN4O2.

Values from the calculation:
Charge: +3
Energy relative to the best compared isomer or geometry (same formula, charge and spin) in kJ/mol: 160.5
Energy in Ha: -3646.46809
Maximum force in eV Å⁻¹: 1.8

Structure (XYZ):
```
55
C18H30BrN4O2 ωB97M-V with the def2-TZVPD basis set
Br -31.791 3.488 -8.589
C -31.993 -1.765 -6.912
C -32.458 -0.375 -7.244
O -33.299 -0.080 -8.005
N -31.642 0.765 -6.678
H -30.624 0.658 -6.637
H -31.709 1.546 -7.378
C -32.118 1.214 -5.342
H -30.921 -1.750 -7.126
H -32.491 -2.410 -7.630
H -32.205 -2.076 -5.892
H -33.196 1.318 -5.239
H -31.712 2.211 -5.182
H -31.773 0.506 -4.592
C -30.869 2.988 -13.384
C -29.648 3.566 -12.718
O -28.546 3.569 -13.140
N -29.851 4.352 -11.440
H -30.594 3.900 -10.884
H -29.026 4.093 -10.888
C -30.036 5.804 -11.700
H -30.531 2.265 -14.124
H -31.402 3.797 -13.879
H -31.389 2.377 -12.641
H -31.005 5.897 -12.187
H -29.220 6.236 -12.267
H -30.129 6.347 -10.760
C -27.599 6.112 -7.468
N -28.438 5.688 -6.304
C -29.781 5.681 -6.447
C -30.603 5.445 -5.357
C -30.069 5.422 -4.064
C -28.673 5.452 -3.994
C -27.859 5.562 -5.102
C -30.868 5.139 -2.844
C -30.378 4.452 -1.737
C -31.200 4.128 -0.653
N -32.469 4.564 -0.674
C -32.964 5.290 -1.684
C -32.197 5.600 -2.766
C -33.319 4.285 0.534
H -28.114 5.763 -8.360
H -26.655 5.578 -7.425
H -27.557 7.195 -7.429
H -30.204 5.595 -7.442
H -31.654 5.290 -5.569
H -28.237 5.437 -3.003
H -26.787 5.612 -4.981
H -29.371 4.056 -1.722
H -30.879 3.463 0.134
H -33.973 5.676 -1.625
H -32.624 6.123 -3.611
H -33.129 3.268 0.867
H -34.362 4.328 0.239
H -32.996 5.027 1.260
```


Density functional theory data (ωB97M-V with the def2-TZVPD basis set) for a molecular structure, C38H45N4O4RhS5SbTe.

Values from the calculation:
Spin multiplicity: 2
Charge: -2
Energy relative to the best compared isomer or geometry (same formula, charge and spin) in kJ/mol: 65.0
Energy in Ha: -4604.67741
Maximum force in eV Å⁻¹: 0.3

Structure (XYZ):
```
99
C38H45N4O4RhS5SbTe ωB97M-V with the def2-TZVPD basis set
Rh 0.077 0.708 1.024
S -3.129 0.057 0.507
C -1.582 0.296 0.746
C 0.473 -5.323 -0.895
C -0.954 -5.380 -0.347
C -1.799 -6.335 -1.182
Sb -1.614 -3.301 -0.049
C -2.771 -2.946 -1.866
C -1.876 -3.048 -3.098
C -4.064 -3.736 -2.029
C -3.275 -3.619 1.336
C -3.876 -5.017 1.379
C -2.814 -3.175 2.723
H 0.919 -6.324 -0.936
H 1.122 -4.685 -0.292
H 0.487 -4.919 -1.912
H -0.907 -5.760 0.681
H -1.875 -5.991 -2.216
H -2.811 -6.451 -0.795
H -1.337 -7.330 -1.210
H -3.030 -1.893 -1.730
H -1.508 -4.066 -3.254
H -1.016 -2.381 -3.022
H -2.431 -2.760 -3.998
H -3.880 -4.804 -2.156
H -4.608 -3.391 -2.917
H -4.728 -3.609 -1.171
H -4.033 -2.911 0.987
H -3.128 -5.766 1.657
H -4.305 -5.315 0.421
H -4.675 -5.066 2.131
H -1.977 -3.784 3.082
H -3.625 -3.269 3.454
H -2.482 -2.135 2.721
Te 0.796 -1.293 2.633
C 0.217 -1.012 4.620
C 0.416 -1.842 5.695
C -0.143 -1.337 6.896
C -0.758 -0.131 6.710
S -0.657 0.387 5.086
H 0.949 -2.779 5.615
H -0.090 -1.842 7.852
H -1.256 0.474 7.452
S 0.655 6.504 -1.647
C -0.051 5.481 -0.523
S 0.830 4.658 0.713
C -0.633 3.866 1.295
N -1.678 4.208 0.604
N -1.341 5.099 -0.409
C -2.391 5.377 -1.325
C -3.249 4.336 -1.667
C -4.291 4.572 -2.548
C -4.486 5.838 -3.086
C -3.629 6.870 -2.731
C -2.581 6.648 -1.850
S -0.576 2.746 2.585
H -3.089 3.359 -1.233
H -4.951 3.757 -2.817
H -5.300 6.018 -3.778
H -3.773 7.862 -3.142
H -1.907 7.445 -1.576
O 2.966 0.463 2.948
C 2.948 1.332 2.060
O 2.086 1.529 1.167
C 4.142 2.279 1.998
C 5.143 2.190 2.960
C 6.240 3.031 2.912
C 6.315 3.958 1.885
C 5.331 4.073 0.916
C 4.238 3.224 0.982
N 7.483 4.847 1.822
O 8.320 4.762 2.706
O 7.550 5.648 0.909
H 5.037 1.444 3.736
H 7.030 2.981 3.647
H 5.425 4.814 0.137
H 3.442 3.280 0.252
C 3.430 -1.471 -2.844
N 2.873 -1.533 -1.512
C 3.539 -0.594 -0.630
C 1.410 -1.418 -1.464
C 0.777 -0.125 -1.953
C 0.724 0.068 -3.339
C 0.193 1.216 -3.903
C -0.326 2.189 -3.062
C -0.322 1.979 -1.690
C 0.224 0.837 -1.081
H 4.486 -1.751 -2.803
H 3.363 -0.473 -3.307
H 2.913 -2.180 -3.496
H 4.615 -0.790 -0.644
H 3.178 -0.726 0.390
H 3.367 0.455 -0.908
H 1.102 -1.575 -0.430
H 1.023 -2.257 -2.057
H 1.103 -0.712 -3.994
H 0.175 1.342 -4.980
H -0.752 3.101 -3.467
H -0.792 2.724 -1.061
```


Density functional theory data (ωB97M-V with the def2-TZVPD basis set) for a gas-phase ion, C3H6Br2N3 (charge +1).

Values from the calculation:
Charge: +1
Energy relative to the best compared isomer or geometry (same formula, charge and spin) in kJ/mol: 139.4
Structure (SMILES): C[N@H+]1N=CN(Br)[C@@H]1Br
Energy in Ha: -5429.84191
Maximum force in eV Å⁻¹: 3.7

Structure (XYZ):
```
14
C3H6Br2N3 ωB97M-V with the def2-TZVPD basis set
C -1.615 -0.149 0.552
N -0.516 -0.571 -0.374
N -0.536 0.485 -1.369
C 0.537 1.121 -1.129
N 1.406 0.653 -0.151
Br 3.088 1.349 0.382
C 0.750 -0.597 0.406
Br 1.847 -2.290 0.299
H -1.679 -0.883 1.377
H -1.323 0.873 0.909
H -2.556 -0.155 -0.005
H -0.693 -1.453 -0.952
H 0.824 2.075 -1.563
H 0.465 -0.459 1.618
```


Density functional theory data (ωB97M-V with the def2-TZVPD basis set) for a molecular structure, C10H8CrN2O5.

Values from the calculation:
Spin multiplicity: 5
Charge: +2
Energy relative to the best compared isomer or geometry (same formula, charge and spin) in kJ/mol: 0.0
Energy in Ha: -1915.30677
Maximum force in eV Å⁻¹: 11.0

Structure (XYZ):
```
26
C10H8CrN2O5 ωB97M-V with the def2-TZVPD basis set
O -1.621 -0.355 -3.319
C -1.314 0.288 -2.418
Cr -0.939 1.549 -0.577
O -2.733 3.777 -1.712
C -2.072 2.908 -1.300
C -0.556 2.405 1.004
O -0.389 2.949 2.024
C 0.374 2.505 -1.605
O 0.970 3.276 -2.253
C -2.486 0.699 0.159
O -3.478 0.277 0.624
C -0.100 -3.156 1.955
C 0.348 -2.000 1.148
C 1.592 -1.642 0.658
C 1.432 -0.431 -0.037
N 0.120 -0.065 0.042
N -0.498 -1.051 0.762
C 2.508 0.298 -0.725
H 0.111 -4.096 1.428
H 0.439 -3.185 2.912
H -1.173 -3.110 2.164
H 2.511 -2.183 0.784
H -1.493 -1.072 0.982
H 3.302 0.544 -0.003
H 2.962 -0.351 -1.489
H 2.181 1.222 -1.208
```


Density functional theory data (ωB97M-V with the def2-TZVPD basis set) for C3H7N3O in the gas phase.

Values from the calculation:
Energy relative to the best compared isomer or geometry (same formula, charge and spin) in kJ/mol: 131.7
Structure (SMILES): C/N=C(\N)C(N)=O
Energy in Ha: -357.99973
Maximum force in eV Å⁻¹: 0.6

Structure (XYZ):
```
14
C3H7N3O ωB97M-V with the def2-TZVPD basis set
C 1.595 0.955 -0.568
N 0.457 0.185 -1.000
C -0.070 -0.666 -0.205
N 0.442 -1.760 0.388
C -1.409 -0.248 0.411
N -1.916 0.838 -0.196
O -1.815 -0.772 1.440
H 2.573 0.467 -0.506
H 1.346 1.294 0.450
H 1.673 1.844 -1.202
H -0.130 -2.222 1.083
H 1.295 -2.187 0.066
H -1.374 1.210 -0.968
H -2.719 1.307 0.184
```


Density functional theory data (ωB97M-V with the def2-TZVPD basis set) for a molecular structure, C46H63BrINO3P2PtSi.

Values from the calculation:
Energy in Ha: -6034.44122
Maximum force in eV Å⁻¹: 4.8

Structure (XYZ):
```
119
C46H63BrINO3P2PtSi ωB97M-V with the def2-TZVPD basis set
Pt -0.366 0.354 0.140
C 1.541 1.354 3.258
Si 1.517 0.826 1.405
C 2.365 2.212 0.370
C 3.648 2.648 0.674
C 4.313 3.554 -0.135
C 3.693 4.031 -1.277
C 2.395 3.645 -1.573
C 1.719 2.745 -0.755
P -0.068 2.369 -0.888
C -0.769 3.882 -0.058
C -0.697 3.715 1.459
C -1.376 4.889 2.161
C -0.733 6.210 1.746
C -0.776 6.371 0.229
C -0.078 5.189 -0.443
C -0.758 2.165 -2.627
C -0.293 2.935 -3.871
C -1.021 4.255 -4.115
C -2.525 4.021 -4.187
C -3.000 3.445 -2.860
C -2.296 2.125 -2.562
C 2.504 -0.807 1.235
C 3.239 -1.322 2.293
C 3.850 -2.563 2.209
C 3.725 -3.321 1.058
C 3.006 -2.820 -0.014
C 2.396 -1.575 0.068
P 1.584 -0.827 -1.387
C 3.150 -0.437 -2.365
C 2.824 0.436 -3.582
C 4.082 1.140 -4.114
C 5.323 0.290 -3.861
C 5.571 0.159 -2.353
C 4.258 0.226 -1.561
C 0.787 -2.143 -2.456
C 1.643 -3.034 -3.360
C 0.734 -3.668 -4.421
C -0.629 -4.057 -3.834
C -0.504 -4.321 -2.340
C -0.155 -3.021 -1.614
H 2.551 1.606 3.561
H 1.195 0.542 3.888
H 0.919 2.219 3.458
H 4.147 2.258 1.549
H 5.315 3.875 0.113
H 4.218 4.714 -1.930
H 1.917 4.062 -2.446
H -1.824 3.920 -0.348
H 0.352 3.672 1.759
H -1.173 2.775 1.753
H -1.294 4.770 3.243
H -2.439 4.905 1.907
H 0.309 6.229 2.080
H -1.252 7.043 2.223
H -0.277 7.299 -0.060
H -1.814 6.428 -0.109
H 0.961 5.163 -0.106
H -0.075 5.328 -1.526
H -0.436 1.119 -2.769
H -0.511 2.290 -4.730
H 0.786 3.092 -3.857
H -0.660 4.687 -5.050
H -0.815 4.971 -3.318
H -2.750 3.322 -4.996
H -3.047 4.957 -4.399
H -4.077 3.256 -2.889
H -2.813 4.180 -2.073
H -2.633 1.390 -3.297
H -2.610 1.757 -1.583
H 3.343 -0.740 3.196
H 4.419 -2.940 3.046
H 4.197 -4.291 0.986
H 2.926 -3.402 -0.920
H 3.539 -1.410 -2.680
H 2.087 1.189 -3.291
H 2.377 -0.171 -4.373
H 4.212 2.101 -3.612
H 3.969 1.339 -5.181
H 6.191 0.742 -4.341
H 5.181 -0.694 -4.313
H 6.224 0.966 -2.016
H 6.078 -0.785 -2.147
H 3.992 1.262 -1.376
H 4.392 -0.264 -0.597
H 0.165 -1.525 -3.122
H 2.116 -3.822 -2.775
H 2.432 -2.485 -3.869
H 1.237 -4.553 -4.818
H 0.602 -2.965 -5.249
H -1.010 -4.940 -4.348
H -1.356 -3.256 -3.973
H 0.264 -5.078 -2.162
H -1.451 -4.696 -1.953
H 0.290 -3.249 -0.644
H -1.072 -2.466 -1.422
Br -6.502 1.093 3.882
C -5.475 0.439 2.412
C -6.048 -0.443 1.511
C -5.300 -0.891 0.438
C -3.990 -0.458 0.268
C -3.436 0.408 1.194
C -4.164 0.864 2.276
C -3.183 -0.939 -0.953
O -3.712 -1.746 -1.700
O -2.049 -0.409 -1.124
H -7.064 -0.780 1.647
H -5.716 -1.575 -0.285
H -2.393 0.734 1.067
H -3.730 1.535 3.004
N -0.882 -1.145 3.164
C -0.671 -2.043 2.141
O -0.456 -1.607 0.972
C -0.688 -3.407 2.425
I -3.543 -3.711 2.369
H -1.211 -0.238 2.863
H -1.309 -1.501 4.006
H -0.677 -3.762 3.436
H -0.450 -4.111 1.651
```


Density functional theory data (ωB97M-V with the def2-TZVPD basis set) for a molecular structure, C28H53Br18ClFN4O9P2S.

Values from the calculation:
Charge: +1
Energy in Ha: -49967.79624
Maximum force in eV Å⁻¹: 4.7

Structure (XYZ):
```
117
C28H53Br18ClFN4O9P2S ωB97M-V with the def2-TZVPD basis set
C 0.440 -3.680 3.900
O 0.978 -2.530 3.235
C -0.092 -1.779 2.644
C 0.487 -0.673 1.689
C -0.388 0.662 1.617
C -1.836 0.580 2.211
O -2.687 -0.472 1.726
C -4.021 0.043 1.753
O -4.966 -0.968 1.484
C -6.271 -0.407 1.692
C -6.779 0.457 0.472
O -6.986 1.810 0.916
C -0.263 1.467 0.240
C -1.358 2.594 0.066
C -1.294 3.688 1.212
C -1.442 5.119 0.555
F -0.101 3.700 1.936
C 0.005 0.613 -1.049
P -0.974 1.046 -2.611
O -0.464 0.056 -3.649
O -0.521 2.559 -3.206
O -2.611 1.009 -2.477
N 0.121 -0.857 -0.831
C -1.252 -1.452 -0.725
C -1.821 -2.241 -1.948
C -0.861 -3.226 -2.684
Cl -1.629 -3.546 -4.338
C 1.054 -1.191 0.315
C 2.518 -0.611 -0.029
C 2.917 0.774 0.575
C 3.285 1.910 -0.485
C 4.347 1.457 -1.547
N 4.275 2.382 -2.724
C 4.132 1.494 -3.880
N 5.109 1.224 -4.664
N 2.814 0.930 -3.999
P 1.437 -3.046 0.197
O 2.725 -3.483 1.200
O 2.090 -3.211 -1.367
S 0.074 -4.351 0.397
H -0.286 -4.221 3.246
H 1.282 -4.386 4.112
H -0.025 -3.353 4.860
H -0.573 -1.321 3.550
H -0.883 -2.417 2.189
H 1.407 -0.417 2.286
H 0.110 1.350 2.355
H -1.716 0.421 3.322
H -2.419 1.532 2.169
H -4.140 0.848 0.978
H -4.214 0.423 2.797
H -6.302 0.260 2.597
H -7.025 -1.205 1.884
H -6.077 0.418 -0.400
H -7.790 0.058 0.196
H -6.612 2.429 0.282
H 0.662 2.094 0.367
H -1.222 3.183 -0.875
H -2.394 2.163 0.149
H -2.158 3.587 1.907
H -1.351 5.915 1.322
H -2.350 5.193 -0.085
H -0.544 5.230 -0.113
H 1.008 0.930 -1.464
H 0.437 2.645 -3.074
H -2.947 1.061 -1.571
H 0.587 -1.225 -1.679
H -1.966 -0.603 -0.550
H -1.428 -2.065 0.193
H -2.278 -1.582 -2.728
H -2.682 -2.852 -1.566
H 0.139 -2.799 -2.935
H -0.786 -4.237 -2.227
H 2.511 -0.500 -1.154
H 3.340 -1.333 0.168
H 3.887 0.629 1.127
H 2.240 1.225 1.333
H 2.381 2.403 -0.919
H 3.786 2.702 0.134
H 4.305 0.381 -1.822
H 5.353 1.642 -1.080
H 5.124 2.931 -2.805
H 5.927 1.732 -4.313
H 2.240 1.678 -4.381
H 2.845 0.113 -4.605
H 2.784 -4.451 1.165
H 3.026 -2.946 -1.331
C 3.321 -5.257 -4.184
Br 3.518 -6.693 -2.903
Br 1.483 -4.668 -4.318
Br 4.525 -3.786 -3.802
H 3.600 -5.651 -5.155
C 1.046 -9.878 -0.901
Br 2.868 -10.371 -0.471
Br 0.820 -7.955 -0.951
Br 0.442 -10.713 -2.538
H 0.417 -10.252 -0.101
C 0.667 8.593 2.401
Br 1.147 6.717 2.453
Br 1.047 9.386 0.677
Br -1.174 8.871 2.932
H 1.288 9.101 3.130
C 0.722 7.926 6.218
Br 1.142 9.764 5.772
Br 2.320 6.889 6.560
Br -0.536 7.814 7.683
H 0.239 7.490 5.349
C -3.632 -2.612 6.029
Br -3.123 -4.477 6.118
Br -3.145 -1.819 4.329
Br -5.509 -2.359 6.424
H -3.072 -2.091 6.797
C 2.795 -1.081 -7.758
Br 3.118 0.771 -8.218
Br 4.445 -2.031 -7.409
Br 1.544 -1.249 -6.288
H 2.334 -1.547 -8.621
```


Density functional theory data (ωB97M-V with the def2-TZVPD basis set) for 4 unconnected molecules or ions with the total composition C8H24O4.

Values from the calculation:
Energy relative to the best compared isomer or geometry (same formula, charge and spin) in kJ/mol: 60.4
Structure (SMILES): CCO.CCO.CCO.CCO
Energy in Ha: -620.11111
Maximum force in eV Å⁻¹: 0.9

Structure (XYZ):
```
36
C8H24O4 ωB97M-V with the def2-TZVPD basis set
C 0.972 -0.703 -1.494
C -0.227 0.174 -1.788
O -1.200 0.090 -0.738
H 1.516 -0.368 -0.605
H 1.688 -0.705 -2.319
H 0.684 -1.740 -1.308
H -0.666 -0.188 -2.724
H 0.067 1.216 -1.866
H -1.681 -0.740 -0.824
C -0.479 4.730 0.546
C -1.033 3.332 0.728
O -1.685 2.911 -0.470
H 0.115 5.044 1.407
H -1.256 5.483 0.397
H 0.168 4.783 -0.334
H -1.762 3.328 1.543
H -0.211 2.652 0.960
H -1.521 1.967 -0.564
C 4.672 -1.181 -0.773
C 4.817 -0.022 0.230
O 3.694 0.136 1.082
H 4.023 -1.953 -0.349
H 5.645 -1.617 -0.983
H 4.185 -0.846 -1.687
H 4.909 0.932 -0.291
H 5.732 -0.144 0.821
H 3.463 -0.730 1.431
C -4.177 -2.348 1.916
C -3.805 -3.341 0.829
O -2.779 -2.773 0.000
H -5.116 -2.664 2.378
H -4.346 -1.356 1.499
H -3.421 -2.310 2.698
H -4.684 -3.560 0.215
H -3.477 -4.277 1.291
H -2.824 -3.213 -0.854
```